Version w
11
Properties=species:S:1:pos:R:3 method="wB97M-V/def2-TZVPD" total_charge=+1 lumo_ev=-5.62 smiles="NC/C=[NH+]/I"
I -3.52721 0.08273 -0.08649
N 1.02732 1.01384 -0.08369
N -1.42563 0.16232 -0.20601
C 0.83805 -0.40491 0.21518
C -0.58517 -0.84522 -0.07745
H 1.13113 1.12826 -1.05405
H -0.93477 -1.93252 -0.12796
H 1.75781 1.41268 0.53516
H -0.96695 1.03814 -0.04016
H 1.04113 -0.60963 1.29808
H 1.64427 -1.04567 -0.37261

Version x
11
Properties=species:S:1:pos:R:3 method="wB97M-V/def2-TZVPD" total_charge=+1 lumo_ev=-4.82 smiles="C/[NH+]=C(/N)I"
I -1.10819 1.78205 1.63569
N -0.05083 -1.07741 1.73492
N 0.62917 -0.05192 -0.51116
C -0.19583 -0.00830 1.07800
C 0.08106 0.74569 -1.55810
H -0.93457 0.34636 -1.93349
H 0.58115 -1.78683 1.36668
H 0.58845 -1.02363 -0.79206
H 0.60942 0.43005 -2.44021
H 0.33685 1.69155 -1.21800
H -0.53669 -1.04761 2.63774

Result of the stability comparison: version x is the least stable of them.

Version w
25
Properties=species:S:1:pos:R:3 method="wB97M-V/def2-TZVPD" total_charge=0 lumo_ev=0.82 smiles="[H]/N=C(/C)C(=C)C.[H]/N=C(/C)N"
N -0.20508 -2.25166 -0.15643
N -0.44872 -0.56383 -1.82246
N -0.60626 2.18541 -0.86032
C -2.21885 0.33162 0.90498
C 1.73331 -1.55893 -1.39726
C -0.25606 0.17622 2.37785
C -0.90430 0.46101 1.05493
C 1.34181 1.55359 0.28705
C 0.29700 -1.42817 -0.97940
C -0.05940 1.26322 -0.17714
H 0.06305 -0.11874 -2.57201
H -0.95955 -0.29188 3.06784
H 1.90012 2.04232 -0.50943
H 0.60683 -0.48068 2.26055
H 0.09228 1.09916 2.84334
H 1.79458 -1.99224 -2.39609
H 1.81999 0.61588 0.56781
H -2.87452 0.00683 1.70172
H -2.69008 0.45414 -0.06181
H 2.27214 -2.17846 -0.68727
H -1.55850 2.00392 -1.16583
H 1.34116 2.18893 1.16923
H -1.44506 -0.72145 -1.93340
H -1.22056 -2.22851 -0.09719
H 2.18467 -0.56770 -1.41926

Version x
25
Properties=species:S:1:pos:R:3 method="wB97M-V/def2-TZVPD" total_charge=0 lumo_ev=0.67
N 1.58029 -0.85373 -2.42127
N 0.26989 -0.91431 -0.34584
N 0.88866 1.09307 -1.37631
C -2.42614 2.43786 -0.08918
C -1.17395 -1.12499 -0.64637
C 0.57485 0.48045 1.99290
C 0.92034 -2.17864 0.06180
C 0.96949 -0.24574 -1.48852
C -1.33134 2.03952 0.27478
C -0.10896 1.70107 1.90744
H -1.65506 -1.50540 0.25370
H -3.36237 2.78924 -0.45282
H 0.79344 -2.95453 -0.69384
H 0.45139 2.60233 1.69697
H -0.97995 1.86339 2.52738
H -1.28248 -1.84407 -1.46055
H 0.13194 1.52207 -0.80718
H 1.20658 1.61390 -2.17860
H 0.14114 -0.28723 2.62986
H 1.97910 -1.99801 0.23210
H 0.37288 -0.20810 0.66184
H 0.45517 -2.50920 0.98881
H 1.66075 0.51250 1.98165
H 1.54816 -1.86333 -2.35227
H -1.62381 -0.16812 -0.89648

Result of the stability comparison: version x is the least stable of them.

Version w
9
Properties=species:S:1:pos:R:3 method="wB97M-V/def2-TZVPD" total_charge=+1 lumo_ev=-6.75 smiles="C=NC(=[NH2+])I"
I 2.81890 0.05655 -0.05817
N 0.03639 -1.75531 -0.10246
N -0.29586 0.55562 0.15892
C -0.76438 1.71265 0.10630
C 0.33724 -0.50333 0.01743
H -0.89609 2.21933 -0.84664
H -0.93491 -2.05290 -0.10865
H -1.06002 2.22677 1.01534
H 0.75874 -2.45939 -0.18207

Version x
9
Properties=species:S:1:pos:R:3 method="wB97M-V/def2-TZVPD" total_charge=+1 lumo_ev=-6.20
I -1.49983 1.98053 0.15145
N 1.21059 -0.36798 0.13493
N 2.44921 -0.41274 -1.96787
C 1.83537 -0.49863 -0.93986
C 0.15511 -0.42307 0.84113
H -1.34004 2.92256 1.30643
H 0.13598 -0.01220 1.81593
H 3.31116 -0.24800 -2.47299
H -0.61788 -1.31745 0.75504

Result of the stability comparison: version x is the least stable of them.

Version w
27
Properties=species:S:1:pos:R:3 method="wB97M-V/def2-TZVPD" total_charge=0 lumo_ev=0.47
O -4.37915 1.29123 0.59157
N -1.08711 -2.18172 -0.89351
N -2.12991 1.02572 0.53155
N -1.17029 -0.19157 0.54597
C -1.75646 -1.02595 -0.43085
C -3.12860 -0.75641 -0.44154
C 1.00816 0.54771 -1.13319
C -3.26922 0.42197 0.30801
C 0.26954 0.20030 0.38855
C 1.22950 -0.61677 1.10915
C 1.62769 1.78174 -1.22482
C 2.52687 -0.22244 1.54678
H 0.54769 -0.80002 2.30179
H 1.57798 -0.39737 -1.38657
H 0.02711 0.24600 -1.94779
H -3.81877 -1.31899 -0.72115
H 1.13001 -1.52553 0.43703
H -1.71258 -2.76633 -1.25133
H 2.57953 1.85872 -0.64024
H 3.11173 -0.08216 0.55751
H -1.83785 1.37024 1.29757
H 2.52268 0.69704 1.82820
H 0.91395 2.43097 -1.12851
H 2.94397 -0.88795 2.23027
H -0.10380 -2.18329 -1.05381
H 0.35327 1.20542 0.92098
H 2.02403 1.87941 -2.34164

Version x
27
Properties=species:S:1:pos:R:3 method="wB97M-V/def2-TZVPD" total_charge=0 lumo_ev="-0.09 / 0.28"
O -0.17561 0.55402 -3.61901
N -0.13489 -1.17182 -2.06770
N 1.46165 0.49304 -2.07917
N -0.24597 -1.29060 0.37166
C 0.23829 -1.71656 -0.84641
C -1.49434 0.20916 1.71946
C 3.29437 -0.13920 -0.52414
C -0.63427 1.45476 2.24480
C -3.09610 0.32282 1.80080
C -1.07591 -0.29691 0.38582
C 1.89355 0.17938 -0.80511
C 0.32687 -0.03814 -2.67133
H -3.49531 0.07886 2.79721
H -1.59127 0.16632 -0.59673
H 2.09534 0.95255 -2.87391
H -3.30842 -0.41867 0.98081
H -1.27611 -0.70722 2.36157
H -3.32255 1.38436 1.63006
H 0.56060 -2.76156 -1.03340
H 3.78984 -0.60126 -1.43729
H 0.25103 1.53401 1.59643
H 3.74099 0.72483 -0.26264
H -0.36332 1.10949 3.25018
H -0.56556 -1.73582 -2.72492
H 1.07224 0.36470 -0.17633
H -1.33794 2.28992 2.20804
H 3.39277 -0.94043 0.37123

Result of the stability comparison: version w is the least stable of them.

Version w
8
Properties=species:S:1:pos:R:3 method="wB97M-V/def2-TZVPD" total_charge=+1 lumo_ev=-5.04 smiles="[NH2+]=CNI"
I -0.65446 1.85366 1.51625
N 1.13297 -0.07482 -0.42133
N -1.02729 0.21833 0.39353
C 0.00619 -0.64637 -0.20394
H 1.16368 0.97453 -0.17282
H -0.45530 -1.57949 -0.35206
H -1.94177 -0.13053 0.21452
H 1.77597 -0.61530 -0.97414

Version x
8
Properties=species:S:1:pos:R:3 method="wB97M-V/def2-TZVPD" total_charge=+1 lumo_ev=-5.97 smiles="[NH2+]=CNI"
I -1.69295 1.82444 -0.66434
N -1.19259 -0.16465 -0.40745
N 1.14721 0.34732 0.58051
C -0.06884 -0.67520 -0.06037
H 1.32870 1.33755 0.16827
H 0.32035 -1.64060 0.14944
H -1.83952 -0.87147 -0.60472
H 1.99764 -0.15739 0.83865

Result of the stability comparison: version x is the least stable of them.

Version w
8
Properties=species:S:1:pos:R:3 method="wB97M-V/def2-TZVPD" total_charge=0 lumo_ev="-1.49 / -1.06"
Cl -2.12532 1.97834 -0.19335
Cl -3.25005 -0.73479 0.18517
Cl 2.85137 1.30195 0.36214
O 2.83810 -1.08207 -0.61555
C 2.32260 -0.20165 -0.05097
C -1.74029 0.31542 0.05967
C -0.58721 -0.31106 0.01427
H -0.30920 -1.26613 0.23861

Version x
8
Properties=species:S:1:pos:R:3 method="wB97M-V/def2-TZVPD" total_charge=0 lumo_ev=-1.73 smiles="O=C(Cl)Cl.C#CCl"
Cl 2.18314 -1.52512 -0.12922
Cl 1.12904 -0.86409 -3.24415
Cl -1.94539 1.59994 -0.39406
O -0.38425 -1.28078 -0.90717
C -1.09677 1.19239 0.94625
C -0.53083 1.20305 2.01918
C 0.70309 -1.12994 -1.18425
H -0.05802 0.80455 2.89343

Result of the stability comparison: version w is the least stable of them.